Record 1
Entry from OMol25: a cluster of 2 separate species, CH3FN2OS in total (ωB97M-V/def2-TZVPD).

Output
relative energy (zero: lowest compared OMol25 entry of this formula, charge and spin) = 2.992 eV
orbital gap (alpha / beta) = 0.290 / 0.307 Eh
total charge = 0
2S+1 = 1
HOMO level (alpha / beta) = -8.599 / -9.010 eV

Cartesian coordinates (Å):
C  -0.914  0.011  -3.103
N  -0.048  -0.368  0.529
N  0.705  0.960  -1.788
O  -1.033  -1.157  -3.022
F  -1.831  0.840  -3.615
S  1.083  -0.263  -0.919
H  -0.636  -1.145  0.842
H  0.528  -0.229  1.312
H  -0.056  1.434  -1.504

=====

Record 2
Entry from OMol25: the molecule C4H12N2O (ωB97M-V/def2-TZVPD).

Output
relative energy (zero: lowest compared OMol25 entry of this formula, charge and spin) = 2.171 eV
orbital gap = 0.341 Eh
total charge = 0
2S+1 = 1
HOMO level = -8.422 eV

Cartesian coordinates (Å):
N  1.702  -1.062  -0.383
C  1.858  0.039  0.658
C  1.057  1.258  0.215
C  -0.421  1.032  0.381
N  -0.987  0.133  -0.648
C  -2.291  -0.303  -0.282
O  -2.739  -1.429  -1.105
H  1.484  -1.933  0.086
H  2.634  -1.185  -0.756
H  2.931  0.247  0.642
H  1.637  -0.392  1.628
H  1.253  1.536  -0.814
H  1.452  2.122  0.759
H  -0.846  0.706  1.343
H  -1.037  1.926  0.207
H  -0.385  -0.569  -1.052
H  -2.326  -0.712  0.745
H  -3.111  0.410  -0.395
H  -1.865  -1.824  -1.228

=====

Number 1: DFT total energy -722.5689 Ha. Number 2: DFT total energy -344.3052 Ha.